# C42H69Br22F6NO7P

A molecular structure, C42H69Br22F6NO7P at a distorted geometry (ωB97M-V with the def2-TZVPD basis set, the OMol25 dataset).

The calculation puts the calculated total energy at -1627016.9729 eV. As for the strongest force on any atom: 5.65 eV/A. As for the gap between HOMO and LUMO: 0.1806 Eh. The calculation puts the relative energy (zero: lowest compared OMol25 entry of this formula, charge and spin) at 110.00 kcal/mol. The total charge is +1. As for the LUMO energy: -4.6 eV. Its molar mass is 2602.9 g/mol.

```
148
Properties=species:S:1:pos:R:3:forces:R:3
C 5.454 -6.283 -2.331 0.6 1.0 1.0
C 6.533 -5.169 -2.076 -0.1 -0.6 0.0
O 7.574 -5.091 -2.673 -0.8 0.1 0.1
O 6.214 -4.273 -1.050 -0.7 -0.5 -1.3
C 6.223 -2.900 -1.513 0.6 0.7 0.1
C 5.179 -2.621 -2.679 0.1 -0.2 1.2
C 4.400 -1.287 -2.351 1.0 0.0 -0.1
C 4.141 -0.351 -3.586 0.6 -0.6 0.0
C 2.902 -0.748 -4.474 -0.8 0.7 0.0
C 1.686 -1.314 -3.699 -1.7 -0.7 2.0
C 1.213 -2.621 -3.991 0.5 2.2 1.0
N 0.145 -3.189 -3.301 0.9 2.3 -0.8
P -0.294 -4.877 -3.841 -1.2 -3.6 2.1
O -1.600 -4.716 -4.886 2.0 1.2 0.5
O 1.013 -5.578 -4.609 -2.0 2.5 -1.0
C -0.548 -2.535 -2.278 0.0 0.6 0.0
C -1.673 -3.373 -1.609 0.2 -0.8 0.6
C -1.101 -4.535 -0.673 -1.2 -0.5 0.4
O 0.029 -4.098 0.098 0.6 -0.8 -1.1
C 1.029 -5.093 0.138 1.4 0.5 -0.1
C 2.448 -4.582 -0.308 -1.7 0.7 0.2
O 0.810 -6.213 0.470 -0.4 0.1 -0.2
C -0.207 -1.156 -1.885 1.6 -1.3 -2.8
C -1.010 -0.438 -0.773 -0.5 -0.4 0.7
F -2.378 -0.536 -0.981 1.6 -0.2 0.2
F -0.774 0.894 -0.626 0.2 -1.2 -0.7
C -0.593 -1.103 0.637 0.1 1.8 1.4
F -1.498 -1.996 1.095 1.2 0.4 -0.8
F 0.683 -1.568 0.557 -1.8 0.1 0.1
F -0.561 -0.091 1.568 -0.1 -1.3 -0.9
C 0.919 -0.555 -2.602 1.2 -1.3 -0.5
C 1.452 0.867 -2.288 -1.4 1.0 0.3
C 2.085 1.027 -0.878 -0.4 0.7 0.5
O 2.780 0.260 -0.320 0.0 -0.3 -0.2
F 1.789 2.207 -0.212 0.0 -1.0 -1.5
H 5.838 -6.993 -3.096 -0.4 0.5 0.6
H 5.254 -6.766 -1.337 0.2 0.2 -1.0
H 4.511 -5.763 -2.626 0.7 -0.5 0.0
H 7.268 -2.659 -1.833 -0.9 -0.1 0.1
H 6.023 -2.273 -0.604 0.0 -0.8 -0.8
H 5.740 -2.599 -3.644 -0.7 0.0 0.6
H 4.462 -3.489 -2.637 0.6 0.8 -0.4
H 5.051 -0.701 -1.643 -0.7 -0.5 -0.7
H 3.491 -1.562 -1.766 0.6 0.4 -0.5
H 4.133 0.722 -3.250 -0.3 -1.0 -0.4
H 5.048 -0.434 -4.250 -0.9 0.2 0.6
H 3.156 -1.476 -5.292 -0.1 0.5 1.0
H 2.545 0.178 -5.013 0.3 -0.8 0.4
H 1.731 -3.188 -4.797 -0.7 0.2 0.9
H -2.048 -3.874 -4.654 0.0 -0.4 -0.6
H 0.927 -5.370 -5.568 0.6 -0.4 0.2
H -2.364 -2.790 -0.964 0.8 0.0 -0.8
H -2.332 -3.905 -2.352 0.7 0.7 0.5
H -1.933 -4.827 0.028 0.7 0.4 -0.7
H -0.854 -5.462 -1.244 -0.1 0.9 0.4
H 3.134 -5.436 -0.484 -0.5 0.7 0.3
H 2.791 -3.873 0.487 0.0 -0.7 -0.6
H 2.260 -3.960 -1.228 0.5 -0.6 0.7
H 2.181 1.268 -3.030 -0.6 -0.6 0.5
H 0.563 1.562 -2.336 0.9 -0.5 0.0
Br 0.348 -0.880 7.236 1.2 -2.9 0.4
C -0.259 -0.953 5.371 0.3 -1.9 0.0
C -0.294 -2.377 4.871 0.3 0.0 -0.3
Br 1.496 -3.036 4.460 0.0 -0.1 0.0
H 0.404 -0.314 4.791 0.0 -0.2 0.0
H -1.253 -0.534 5.371 -0.1 -0.6 -0.2
H -0.841 -2.438 3.930 0.0 0.1 0.1
H -0.730 -3.072 5.585 0.1 0.1 0.0
Br -1.300 4.687 7.855 0.0 0.0 -0.1
C -2.595 3.438 7.108 0.0 0.2 0.3
C -2.224 2.012 7.418 0.0 0.1 -0.3
Br -0.770 1.380 6.282 -1.8 5.3 0.0
H -2.655 3.644 6.042 0.0 -0.1 0.1
H -3.544 3.694 7.579 0.3 0.0 -0.1
H -3.059 1.345 7.204 0.0 0.1 0.0
H -1.904 1.866 8.449 0.0 0.1 -0.1
Br -0.811 -0.591 -5.164 -0.5 0.4 -0.5
C -1.515 0.722 -6.421 -0.1 -0.2 -0.2
C -0.414 1.620 -6.917 0.0 0.3 0.0
Br 0.080 2.928 -5.565 0.2 -0.1 0.1
H -2.312 1.255 -5.907 0.1 0.0 -0.1
H -1.939 0.147 -7.238 0.1 0.0 0.1
H -0.753 2.200 -7.775 -0.1 -0.1 0.1
H 0.495 1.085 -7.184 -0.1 0.0 0.0
Br 3.008 4.401 -3.134 -0.1 0.0 0.1
C 2.322 5.747 -4.365 0.0 -0.3 -0.2
C 3.421 6.653 -4.855 0.0 0.3 0.0
Br 3.922 7.957 -3.497 0.0 -0.1 0.0
H 1.528 6.278 -3.843 0.1 0.0 0.0
H 1.893 5.183 -5.194 0.1 0.1 0.0
H 3.080 7.244 -5.704 0.0 -0.1 0.0
H 4.327 6.119 -5.131 -0.1 0.0 0.1
Br -5.833 2.833 8.252 -0.3 -0.1 0.0
C -7.122 1.579 7.499 0.0 0.1 0.2
C -6.741 0.153 7.802 -0.1 -0.1 -0.2
Br -5.283 -0.449 6.654 0.0 0.0 0.1
H -7.185 1.790 6.433 0.1 -0.1 0.1
H -8.071 1.832 7.970 0.0 -0.1 0.0
H -7.570 -0.520 7.586 0.0 0.1 0.0
H -6.417 0.003 8.829 0.0 0.1 -0.1
Br -0.923 4.401 -1.075 0.1 -0.1 -0.2
C -2.202 4.951 -2.437 0.1 0.1 0.3
C -3.416 4.059 -2.444 -0.1 0.1 -0.2
Br -3.023 2.354 -3.300 0.0 -0.2 0.3
H -1.670 4.957 -3.386 -0.1 -0.1 0.0
H -2.479 5.972 -2.173 -0.1 -0.1 0.0
H -4.214 4.502 -3.040 0.1 0.0 0.0
H -3.794 3.835 -1.450 0.1 0.0 0.0
Br 8.814 10.231 -5.555 0.0 0.1 0.0
C 7.386 11.082 -4.539 0.2 -0.2 0.1
C 6.031 10.713 -5.084 -0.2 0.3 0.0
Br 5.633 11.694 -6.719 0.0 -0.1 0.0
H 7.579 12.152 -4.557 -0.1 -0.1 0.0
H 7.503 10.712 -3.521 -0.1 0.0 -0.1
H 5.246 10.998 -4.384 0.1 0.0 0.0
H 5.936 9.656 -5.318 0.1 0.1 0.1
Br -12.060 2.205 12.261 0.0 -0.1 0.0
C -10.205 1.654 12.052 -0.1 0.2 0.2
C -9.693 1.965 10.670 0.2 -0.2 -0.1
Br -10.360 0.685 9.361 0.0 0.1 0.0
H -10.159 0.595 12.297 0.0 0.1 -0.1
H -9.653 2.221 12.801 0.0 0.0 -0.1
H -8.607 1.870 10.633 0.0 0.0 0.1
H -9.977 2.955 10.319 0.0 -0.1 0.1
Br 9.953 -3.847 1.108 0.1 0.1 0.0
C 9.850 -5.121 -0.357 -0.2 0.0 0.2
C 10.232 -6.507 0.093 0.2 -0.1 -0.2
Br 12.162 -6.688 0.282 -0.1 0.0 0.1
H 10.484 -4.741 -1.155 0.0 -0.1 0.1
H 8.813 -5.096 -0.680 0.1 0.0 0.0
H 9.950 -7.244 -0.659 0.0 0.1 0.0
H 9.792 -6.783 1.049 0.0 0.1 -0.1
Br -8.317 -3.476 8.572 0.1 0.1 0.0
C -6.732 -3.925 9.613 -0.2 -0.2 -0.1
C -6.920 -3.590 11.070 0.2 0.1 0.1
Br -6.744 -1.675 11.384 -0.1 0.0 0.0
H -5.894 -3.403 9.157 -0.1 0.0 0.1
H -6.601 -4.998 9.480 0.0 0.1 0.1
H -6.138 -4.049 11.673 0.0 0.0 -0.1
H -7.892 -3.887 11.457 0.0 0.0 -0.1
Br -4.710 3.460 -6.113 0.1 -0.1 -0.2
C -5.334 3.399 -7.960 -0.2 0.1 0.3
C -5.352 1.985 -8.479 0.0 0.0 -0.2
Br -3.555 1.371 -8.922 -0.2 0.1 -0.2
H -4.691 4.060 -8.536 0.0 -0.1 0.0
H -6.342 3.811 -7.934 0.0 -0.1 -0.1
H -5.910 1.923 -9.412 0.0 0.1 0.0
H -5.765 1.274 -7.767 0.1 0.1 0.0
```
Positions in Å, forces in eV/Å.